Entry 1:
# C17H27BNO4P2Y

C17H27BNO4P2Y as an isolated structure at a distorted geometry (ωB97M-V/def2-TZVPD, the Open Molecules 2025 dataset).

As for the charge: +2. The molecular weight comes out at 471.1 g mol⁻¹. The value obtained for the HOMO energy (spin up / spin down) is -11.6 / -12.5 eV. For the HOMO-LUMO gap (spin up / spin down), the calculation gives 5.200 / 6.202 eV. The energy relative to the best compared isomer or geometry (same formula, charge and spin) is 44.5 kcal per mole. Its strongest force on any atom is 5.62 eV Å⁻¹. Its total energy is -1765.0480 a.u.

Cartesian coordinates (Å):
Y: -0.377 0.046 -1.026
P: -0.362 2.445 0.985
C: 1.095 2.292 -0.096
C: 2.022 1.191 0.372
N: 1.542 -0.067 0.179
C: 2.285 -1.133 0.595
C: 3.500 -0.965 1.238
C: 3.996 0.334 1.381
C: 3.257 1.421 0.923
C: 1.666 -2.500 0.387
P: 0.331 -2.615 -0.972
H: 3.594 2.454 1.030
H: 4.043 -1.873 1.585
H: 4.951 0.479 1.871
H: 2.463 -3.223 0.138
H: 1.198 -2.861 1.327
H: 0.793 2.078 -1.225
H: 1.589 3.271 -0.095
H: 0.498 -0.148 -3.631
O: 0.622 1.099 -2.538
H: 1.513 1.308 -2.918
H: 0.225 -1.620 -2.558
O: 0.068 -0.935 -3.899
H: -0.973 -0.775 -4.048
C: 1.395 -3.274 -2.309
H: 1.947 -4.122 -1.867
H: 0.784 -3.651 -3.148
H: 2.125 -2.525 -2.659
C: -0.494 -4.110 -0.383
H: -1.437 -4.233 -0.919
H: 0.127 -4.992 -0.551
H: -0.709 -4.042 0.685
C: 0.279 3.112 2.533
H: 0.724 4.098 2.373
H: -0.525 3.192 3.275
H: 1.049 2.447 2.933
C: -1.432 3.735 0.202
H: -2.496 3.431 0.304
H: -1.277 4.705 0.720
H: -1.189 3.845 -0.875
O: -2.129 0.637 2.579
B: -1.507 0.934 1.367
O: -2.234 0.214 0.309
C: -3.399 -0.256 0.923
C: -4.579 -0.671 0.316
C: -5.691 -0.864 1.170
C: -5.585 -0.609 2.549
C: -4.390 -0.185 3.136
C: -3.315 0.012 2.287
H: -4.609 -0.846 -0.757
H: -6.647 -1.177 0.739
H: -6.463 -0.762 3.187
H: -4.285 0.021 4.212



Entry 2:
# C16H6Cl3F3O

One molecule with the formula C16H6Cl3F3O at a distorted geometry (ωB97M-V/def2-TZVPD, the Open Molecules 2025 dataset).

The molecular weight comes out at 377.6 g mol⁻¹. The value obtained for the HOMO energy is -8.8 eV. For the HOMO-LUMO gap, the calculation gives 7.753 eV. Its strongest force on any atom is 3.90 eV Å⁻¹. As for the structure (SMILES): O=C(Cl)c1cc2c(Cl)cc(Cl)cc2c2cc(C(F)(F)F)ccc12. Its total energy is -2368.7769 a.u.

Cartesian coordinates (Å):
O: -3.366 -2.942 -0.587
F: 1.939 2.206 3.413
F: 0.413 3.754 2.790
F: 0.105 2.462 4.523
Cl: -4.502 -0.716 0.076
Cl: 4.386 0.367 -2.630
Cl: 0.375 -2.868 -3.964
C: -3.149 -1.788 -0.241
C: -1.287 0.936 2.602
C: 2.257 -1.165 -3.114
C: 2.798 -0.167 -2.331
C: -0.050 1.545 2.283
C: -1.048 -1.644 -1.540
C: -1.895 0.129 1.620
C: 0.980 -1.628 -2.879
C: -1.806 -1.227 -0.405
C: 2.079 0.372 -1.270
C: 0.581 1.229 1.070
C: 0.218 -1.099 -1.815
C: -1.226 -0.273 0.479
C: 0.781 -0.118 -0.967
C: 0.041 0.293 0.181
C: 0.627 2.500 3.275
H: -1.814 1.166 3.556
H: 2.792 -1.547 -4.015
H: -1.454 -2.363 -2.207
H: -2.836 -0.329 1.883
H: 2.536 1.167 -0.698
H: 1.526 1.748 0.915



Entry 3:
# C3H3PS

One molecule with the formula C3H3PS at a distorted geometry (ωB97M-V/def2-TZVPD, the Open Molecules 2025 dataset).

The molecular weight comes out at 102.1 g mol⁻¹. The value obtained for the HOMO energy is -7.9 eV. For the HOMO-LUMO gap, the calculation gives 6.735 eV. The energy relative to the best compared isomer or geometry (same formula, charge and spin) is 20.5 kcal per mole. Its strongest force on any atom is 7.07 eV Å⁻¹. As for the structure (SMILES): Cc1pc1=S. Its total energy is -855.5447 a.u.

Cartesian coordinates (Å):
C: -0.325 0.450 -0.065
C: -1.544 -0.175 -0.111
C: 1.291 -0.028 0.026
P: -1.524 1.695 -0.010
S: -2.515 -1.492 0.041
H: 1.830 0.688 -0.389
H: 1.364 -1.021 -0.546
H: 1.425 -0.118 1.055



Entry 4:
# C12H16N4O6S2SbSe4Zr

C12H16N4O6S2SbSe4Zr as an isolated structure at a distorted geometry (ωB97M-V/def2-TZVPD, the Open Molecules 2025 dataset).

As for the charge: -1. The molecular weight comes out at 905.2 g mol⁻¹. The value obtained for the HOMO energy is -4.6 eV. For the HOMO-LUMO gap, the calculation gives 6.008 eV. Its strongest force on any atom is 2.38 eV Å⁻¹. Its total energy is -11826.9487 a.u.

Cartesian coordinates (Å):
Zr: -1.033 0.305 0.649
O: -2.016 0.609 2.634
S: -1.148 -0.421 3.250
O: -1.045 -0.456 4.665
O: 0.138 -0.198 2.477
C: -1.728 -1.970 2.605
C: -0.940 -3.018 3.083
C: -0.979 -4.264 2.499
C: -1.857 -4.483 1.444
C: -2.676 -3.465 1.004
C: -2.620 -2.175 1.542
S: -3.800 -1.056 0.757
O: -4.577 -1.867 -0.128
O: -4.483 -0.319 1.771
O: -2.897 -0.123 -0.087
H: -0.232 -2.811 3.875
H: -0.302 -5.037 2.833
H: -1.880 -5.441 0.944
H: -3.353 -3.637 0.181
Se: 1.390 -5.376 -1.141
Sb: 2.494 -3.406 -0.407
Se: 0.021 -1.525 -0.415
Se: 3.090 -3.206 1.883
Se: 3.515 -1.941 -1.998
C: 1.864 1.210 -0.648
N: 0.395 1.620 -0.637
C: -0.080 1.562 -2.071
N: 0.697 2.427 -2.927
C: 2.103 1.995 -2.863
N: 2.625 2.098 -1.500
C: 2.506 3.475 -1.055
N: 1.107 3.933 -1.071
C: 0.364 3.048 -0.201
C: 0.598 3.798 -2.438
H: 1.936 0.190 -1.016
H: 2.233 1.240 0.379
H: -1.136 1.855 -2.101
H: 0.018 0.524 -2.387
H: 2.695 2.628 -3.525
H: 2.179 0.957 -3.192
H: 3.093 4.117 -1.713
H: 2.894 3.562 -0.038
H: -0.682 3.377 -0.170
H: 0.779 3.099 0.808
H: 1.178 4.453 -3.089
H: -0.448 4.113 -2.464



Entry 5:
# C5H8O

One molecule with the formula C5H8O (ωB97M-V/def2-TZVPD, the Open Molecules 2025 dataset).

The molecular weight comes out at 84.1 g mol⁻¹. The value obtained for the HOMO energy is -9.8 eV. For the HOMO-LUMO gap, the calculation gives 10.733 eV. The energy relative to the best compared isomer or geometry (same formula, charge and spin) is 32.1 kcal per mole. Its strongest force on any atom is 0.64 eV Å⁻¹. As for the structure (SMILES): O=CC1CCC1. Its total energy is -270.5067 a.u.

Cartesian coordinates (Å):
O: 1.602 1.240 -1.162
C: 1.766 0.533 -0.193
C: 0.620 0.003 0.649
C: -0.218 -1.221 0.154
C: -1.235 -0.267 -0.500
C: -0.612 0.879 0.322
H: 2.801 0.341 0.150
H: 0.972 -0.107 1.684
H: 0.274 -1.980 -0.456
H: -0.674 -1.702 1.026
H: -1.081 -0.138 -1.575
H: -2.296 -0.475 -0.328
H: -0.293 1.729 -0.283
H: -1.196 1.149 1.203